Entry 1:
Formula: C22H30Ca2F7MgN2NaO17PS3
Source: the Open Molecules 2025 dataset
Level of theory: ωB97M-V/def2-TZVPD

Summary:
**Net charge**: +1
**LUMO energy**: -6.2 eV

Cartesian coordinates (Å):
Ca1 0.964 1.271 -4.900
Ca2 0.643 -1.022 2.948
S1 0.507 0.898 0.154
S2 7.836 -0.144 5.663
S3 3.370 -4.650 -5.366
P1 -2.740 -8.622 -0.635
Mg1 0.788 -6.990 -1.630
Na1 -3.137 -3.167 -0.173
F1 -2.689 -8.845 0.954
F2 -1.521 -8.834 -1.672
F3 4.526 0.714 4.840
F4 -4.326 -8.843 -0.522
F5 -1.900 -7.351 -0.081
F6 -2.620 -10.214 -0.770
F7 -3.349 -7.607 -1.731
O1 -1.468 -0.347 -5.736
O2 -0.667 1.651 -3.404
O3 -1.017 3.655 -2.936
O4 -2.978 -0.734 -0.885
O5 2.044 -5.732 -2.930
O6 -0.867 -1.813 -1.140
O7 -2.215 1.540 -6.764
O8 9.202 -0.337 6.166
O9 2.529 1.554 5.207
O10 0.851 -3.813 -2.196
O11 -3.484 0.606 -5.277
O12 7.251 -1.440 5.296
O13 2.571 -0.391 3.862
O14 7.870 0.727 4.482
O15 7.020 0.477 6.717
O16 -0.126 3.197 -4.928
O17 1.307 4.157 -0.534
N1 0.223 4.790 1.611
N2 -0.998 5.683 5.596
C1 -0.586 2.867 -3.808
C2 -2.310 0.515 -5.908
C3 -3.721 -0.427 -4.324
C4 -1.366 -5.095 -1.806
C5 -1.390 7.204 7.902
C6 -1.225 7.824 6.672
C7 2.557 1.057 4.050
C8 0.347 2.443 1.159
C9 1.603 -4.568 -3.172
C10 -0.550 -3.916 -2.600
C11 -1.004 1.553 -7.501
C12 -1.035 7.025 5.557
C13 0.732 3.874 0.527
C14 2.540 2.118 2.831
C15 0.998 2.517 2.614
C16 1.836 -3.910 -4.633
C17 -1.238 -2.456 -2.390
C18 -1.093 0.844 -0.836
C19 -1.696 -0.627 -0.941
C20 0.776 4.124 2.864
C21 -1.159 5.109 6.800
C22 -1.358 5.819 7.972
H1 -1.123 4.024 6.803
H2 -0.915 0.654 -8.116
H3 4.244 -3.563 -5.464
H4 -1.485 5.303 8.915
H5 -2.372 -2.637 -2.500
H6 -2.968 -0.399 -3.532
H7 -0.905 7.462 4.572
H8 -0.702 -4.149 -3.716
H9 -4.699 -0.250 -3.877
H10 2.498 -0.517 2.865
H11 -0.570 -5.704 -1.237
H12 -1.848 1.470 -0.225
H13 0.351 1.787 3.213
H14 -0.158 1.640 -6.821
H15 -2.162 -4.686 -1.085
H16 1.724 4.750 3.028
H17 -0.789 2.577 1.334
H18 1.880 -2.776 -4.478
H19 3.089 3.044 3.237
H20 -1.945 -5.760 -2.551
H21 -3.735 -1.405 -4.812
H22 0.077 4.097 3.781
H23 -1.016 2.421 -8.159
H24 -1.008 1.364 -1.858
H25 -1.542 7.796 8.799
H26 -1.244 8.903 6.582
H27 3.081 1.734 1.902
H28 -0.817 4.774 1.647
H29 0.920 -4.095 -5.307
H30 -0.922 -1.777 -3.250



Entry 2:
Formula: C22H30Cl12O6Si
Source: the Open Molecules 2025 dataset
Level of theory: ωB97M-V/def2-TZVPD

Summary:
**LUMO energy**: -1.7 eV
**Structure (SMILES)**: CCC(=O)OCCC1=C(CCOC(C)=O)C(=O)C([Si](C)(C)C)=CC1=O.ClC(Cl)Cl.ClC(Cl)Cl.ClC(Cl)Cl.ClC(Cl)Cl

Cartesian coordinates (Å):
Cl1 7.020 1.873 -0.400
Cl2 -1.425 2.489 -5.372
Cl3 -1.018 -0.382 -5.101
Cl4 9.720 2.190 0.648
Cl5 -0.581 0.914 -7.672
Cl6 1.750 -3.946 0.987
Cl7 5.249 3.988 0.861
Cl8 0.432 -4.295 -1.587
Cl9 3.756 6.465 1.203
Cl10 2.506 -6.159 -0.749
Cl11 8.179 -0.197 1.291
Cl12 4.010 5.271 -1.441
Si1 -3.686 1.605 2.892
O1 3.014 0.360 -2.032
O2 -1.296 -1.048 2.525
O3 4.484 -1.532 -2.194
O4 1.152 2.881 0.313
O5 -5.113 -2.229 -2.257
O6 -3.360 -3.357 -1.037
C1 -3.731 0.192 4.225
C2 1.736 -0.411 -2.038
C3 -0.933 -0.371 0.004
C4 -0.168 0.773 -0.638
C5 -2.565 -2.512 -0.087
C6 -1.260 -1.798 -0.789
C7 -5.208 1.238 1.704
C8 4.495 -0.493 0.162
C9 0.404 0.590 -2.165
C10 0.027 2.157 0.281
C11 -1.442 -0.118 1.578
C12 -4.751 -2.819 -1.107
C13 -5.866 -2.920 0.090
C14 -3.852 3.284 3.817
C15 8.512 1.034 0.061
C16 -1.314 2.544 1.203
C17 -2.084 1.403 1.844
C18 4.182 -1.935 0.948
C19 1.949 -4.478 -0.691
C20 -1.543 0.919 -6.184
C21 3.872 4.948 0.295
C22 3.979 -0.556 -1.405
H1 0.761 1.645 -2.582
H2 -2.156 -3.144 0.817
H3 4.726 -2.851 0.429
H4 -5.935 0.514 2.306
H5 2.958 4.374 0.467
H6 -0.322 -2.492 -0.902
H7 -4.694 0.224 4.889
H8 5.673 -0.384 0.196
H9 -3.355 -1.731 0.346
H10 -3.663 -0.832 3.616
H11 4.536 -1.917 2.071
H12 -0.417 0.163 -2.884
H13 1.689 -0.949 -0.975
H14 1.722 -1.270 -2.833
H15 4.022 0.385 0.775
H16 3.024 -2.133 0.947
H17 -6.931 -2.681 -0.387
H18 -3.129 3.277 4.760
H19 -1.592 -1.515 -1.899
H20 -2.589 0.745 -6.449
H21 -1.685 3.663 1.338
H22 8.914 0.536 -0.825
H23 -4.830 0.629 0.751
H24 -5.784 2.213 1.394
H25 -5.849 -3.932 0.679
H26 -2.721 0.305 4.841
H27 -4.952 3.315 4.278
H28 -3.662 4.194 3.105
H29 2.707 -3.848 -1.165
H30 -5.700 -2.067 0.908



Entry 3:
Formula: C22H30Cl2N2O4S5Tb
Source: the Open Molecules 2025 dataset
Level of theory: ωB97M-V/def2-TZVPD

Summary:
**Net charge**: +1
**LUMO energy (alpha / beta)**: -2.9 / -2.9 eV
**Multiplicity**: 7
**ΔE to the lowest compared entry with this formula, charge and spin**: 0.000 eV

Cartesian coordinates (Å):
Tb1 -0.014 0.186 -0.212
Cl1 1.562 -4.648 -5.771
Cl2 -1.885 -0.656 -4.712
S1 -0.720 2.957 -1.272
S2 -1.963 -2.262 0.373
S3 0.106 -0.924 2.733
S4 -0.985 2.183 2.023
S5 -3.059 0.829 -0.364
O1 -0.719 -0.764 -2.021
O2 1.030 -1.842 -0.158
O3 1.662 0.787 -1.681
O4 2.632 0.840 2.712
N1 2.136 0.847 0.487
N2 4.369 0.844 1.246
C1 -0.089 -2.630 -5.046
C2 2.575 0.826 -0.789
C3 -3.670 -1.746 0.597
C4 -4.032 -0.686 -0.437
C5 3.002 0.827 1.553
C6 -0.629 -1.722 -4.172
C7 -1.242 1.370 3.617
C8 3.968 0.817 -1.095
C9 0.910 -3.520 -4.629
C10 -0.793 2.551 -3.023
C11 -1.381 -1.887 3.066
C12 -3.589 1.511 1.217
C13 0.804 -2.553 -2.431
C14 -0.121 0.394 3.940
C15 1.346 -3.488 -3.338
C16 4.806 0.832 -0.040
C17 -1.576 -2.948 1.995
C18 0.798 3.918 -1.223
C19 -2.686 2.662 1.639
C20 -0.200 -1.634 -2.828
C21 5.343 0.840 2.342
C22 1.326 -2.596 -1.099
H1 -3.815 -1.369 1.610
H2 -2.354 -3.655 2.285
H3 4.847 1.167 3.248
H4 -3.584 0.723 1.972
H5 -0.830 3.472 -3.601
H6 -4.321 -2.611 0.468
H7 -0.660 -3.524 1.856
H8 -2.617 3.409 0.849
H9 -3.103 3.160 2.515
H10 6.153 1.523 2.098
H11 0.841 0.897 3.985
H12 -2.210 0.869 3.601
H13 0.690 4.793 -1.862
H14 -2.251 -1.230 3.113
H15 5.882 0.836 -0.156
H16 -4.614 1.869 1.113
H17 -0.441 -2.662 -6.069
H18 5.737 -0.164 2.494
H19 2.113 -4.175 -3.003
H20 -1.266 -2.359 4.044
H21 4.315 0.807 -2.115
H22 -5.085 -0.416 -0.346
H23 -0.308 -0.067 4.911
H24 -3.883 -1.065 -1.450
H25 -1.706 1.982 -3.187
H26 2.069 -3.379 -0.898
H27 1.645 3.318 -1.553
H28 0.066 1.948 -3.311
H29 -1.282 2.143 4.386
H30 0.950 4.243 -0.195



Entry 4:
Formula: C22H30I2LaN2O4S2Sc
Source: the Open Molecules 2025 dataset
Level of theory: ωB97M-V/def2-TZVPD

Summary:
**Net charge**: +4
**LUMO energy**: -15.0 eV

Cartesian coordinates (Å):
La1 -0.019 1.533 -3.270
I1 0.014 -3.458 -2.805
I2 -0.643 -4.676 -0.512
Sc1 -0.069 0.138 -0.148
S1 -1.804 0.043 -1.950
S2 1.564 -0.185 -1.954
O1 2.493 3.818 -1.645
O2 -1.066 -0.112 1.559
O3 -0.980 4.250 -1.193
O4 1.029 3.077 0.670
N1 -1.957 0.328 4.839
N2 -1.064 0.092 3.845
C1 -1.551 0.396 6.223
C2 1.043 -1.095 4.233
C3 2.372 1.382 4.436
C4 1.002 1.335 4.164
C5 4.283 0.099 -1.249
C6 3.558 -2.302 -1.595
C7 0.590 2.092 0.245
C8 0.364 0.109 4.097
C9 1.918 3.017 -2.266
C10 3.487 -0.865 -2.111
C11 -4.460 0.175 -2.770
C12 -3.989 -1.002 -0.585
C13 2.407 -1.053 4.518
C14 -0.813 3.296 -1.855
C15 -3.836 1.547 -0.744
C16 3.067 0.179 4.623
C17 -3.093 0.232 2.951
C18 -4.349 0.635 5.195
C19 3.853 -0.780 -3.586
C20 -1.715 0.053 2.664
C21 -3.673 0.213 -1.470
C22 -3.187 0.397 4.318
H1 4.123 0.204 4.918
H2 2.936 -1.985 4.706
H3 4.600 -2.655 -1.668
H4 5.358 -0.109 -1.317
H5 -4.250 -0.765 -3.282
H6 3.795 0.239 -3.987
H7 -3.790 -1.948 -1.113
H8 -3.388 -1.042 0.335
H9 -2.053 -0.393 6.797
H10 3.292 -2.394 -0.538
H11 -5.531 0.253 -2.549
H12 -5.048 -0.984 -0.285
H13 0.401 2.229 3.980
H14 -3.204 1.538 0.155
H15 -1.858 1.370 6.630
H16 -3.539 2.416 -1.348
H17 3.197 -1.436 -4.185
H18 4.145 1.131 -1.564
H19 -4.233 1.020 -3.434
H20 -4.888 1.691 -0.448
H21 -4.539 -0.223 5.862
H22 -0.486 0.262 6.368
H23 -3.895 0.258 2.216
H24 3.959 0.008 -0.216
H25 -5.239 0.759 4.567
H26 2.871 2.344 4.556
H27 -4.216 1.542 5.794
H28 0.487 -2.032 4.110
H29 2.907 -3.010 -2.151
H30 4.898 -1.089 -3.729